Formula: C42H65Cl60NO5PS3
Source: OMol25
Level of theory: ωB97M-V with the def2-TZVPD basis set

Geometry (Å):
C  8.611  -3.354  0.623
C  9.505  -2.791  -0.495
C  8.722  -1.856  -1.428
C  7.899  -0.812  -0.666
C  7.707  0.491  -1.448
C  6.351  1.175  -1.204
C  6.396  2.170  -0.031
C  5.967  1.506  1.280
C  4.447  1.332  1.463
C  3.573  2.276  0.633
C  3.447  3.706  1.229
C  1.959  4.095  1.405
C  1.410  3.906  2.815
C  1.347  2.468  3.330
C  0.545  1.480  2.466
C  -0.269  0.543  3.376
C  -0.994  -0.532  2.561
C  -2.517  -0.276  2.393
C  -2.941  -0.052  0.932
S  -3.379  1.672  0.472
C  -4.525  1.107  -0.670
P  -5.471  2.013  -1.951
O  -5.084  1.397  -3.210
O  -5.130  3.552  -1.815
O  -6.999  1.768  -1.622
N  -4.761  -0.161  -0.605
C  -4.016  -1.023  0.341
S  -3.169  -2.237  -0.753
C  -5.016  -1.632  1.301
S  -6.462  -2.397  0.529
O  -7.557  -1.486  0.709
O  -6.586  -3.705  1.082
H  7.597  -3.523  0.261
H  8.544  -2.643  1.442
H  8.990  -4.295  1.014
H  10.343  -2.265  -0.037
H  9.922  -3.627  -1.051
H  8.094  -2.510  -2.031
H  9.456  -1.383  -2.080
H  8.404  -0.637  0.283
H  6.947  -1.279  -0.423
H  7.803  0.258  -2.508
H  8.537  1.158  -1.222
H  6.096  1.685  -2.132
H  5.618  0.387  -1.034
H  7.444  2.435  0.089
H  5.876  3.100  -0.245
H  6.399  0.506  1.266
H  6.447  2.012  2.115
H  4.224  1.552  2.506
H  4.108  0.310  1.299
H  3.842  2.302  -0.420
H  2.567  1.865  0.672
H  3.918  3.758  2.207
H  3.878  4.419  0.532
H  1.321  3.602  0.674
H  1.883  5.163  1.195
H  1.955  4.499  3.548
H  0.387  4.290  2.811
H  0.846  2.511  4.298
H  2.325  2.030  3.516
H  -0.102  1.964  1.732
H  1.225  0.820  1.930
H  -0.939  1.149  3.982
H  0.450  0.065  4.035
H  -0.554  -0.662  1.573
H  -0.886  -1.488  3.066
H  -3.063  -1.094  2.851
H  -2.783  0.616  2.956
H  -2.065  -0.251  0.323
H  -5.979  4.027  -1.904
H  -7.545  2.121  -2.357
H  -5.468  -0.509  -1.249
H  -2.911  -1.418  -1.795
H  -5.393  -0.850  1.958
H  -4.543  -2.370  1.942
H  -6.227  -2.504  -0.813
C  -1.738  5.820  5.327
Cl  -0.888  7.214  4.655
Cl  -2.601  4.955  4.047
Cl  -0.633  4.737  6.171
H  -2.465  6.182  6.039
C  0.909  -4.524  -1.378
Cl  0.656  -5.240  0.216
Cl  1.709  -2.953  -1.244
Cl  1.822  -5.608  -2.422
H  -0.058  -4.367  -1.831
C  -10.396  -1.469  2.342
Cl  -8.992  -1.534  3.411
Cl  -10.860  -3.093  1.839
Cl  -11.741  -0.645  3.125
H  -10.119  -0.908  1.458
C  11.958  -6.548  -1.139
Cl  13.164  -5.555  -1.958
Cl  11.459  -5.799  0.378
Cl  10.563  -6.824  -2.186
H  12.406  -7.506  -0.913
C  9.452  5.271  0.693
Cl  7.893  5.083  1.502
Cl  10.599  6.107  1.739
Cl  10.095  3.706  0.190
H  9.301  5.874  -0.192
C  -1.334  -5.117  -4.811
Cl  -1.607  -5.924  -3.268
Cl  -0.529  -3.548  -4.530
Cl  -0.402  -6.157  -5.873
H  -2.297  -4.931  -5.272
C  -4.968  -7.635  -5.381
Cl  -5.772  -7.731  -3.813
Cl  -4.373  -5.992  -5.673
Cl  -3.650  -8.795  -5.482
H  -5.692  -7.870  -6.149
C  1.451  -2.955  -8.795
Cl  0.673  -3.199  -7.231
Cl  3.171  -3.297  -8.662
Cl  0.704  -3.979  -10.029
H  1.316  -1.927  -9.089
C  3.705  0.436  -7.131
Cl  5.181  -0.510  -6.989
Cl  2.911  0.095  -8.673
Cl  2.644  0.133  -5.744
H  3.966  1.486  -7.116
C  3.388  6.382  6.802
Cl  3.745  4.667  6.569
Cl  4.659  7.385  6.104
Cl  1.815  6.784  6.108
H  3.350  6.576  7.866
C  -10.593  1.479  -2.264
Cl  -9.738  2.540  -3.405
Cl  -11.141  2.379  -0.849
Cl  -11.941  0.681  -3.055
H  -9.896  0.721  -1.930
C  9.942  -5.406  4.151
Cl  11.156  -4.395  3.363
Cl  9.428  -4.690  5.679
Cl  8.552  -5.669  3.094
H  10.396  -6.364  4.362
C  -6.145  2.560  4.397
Cl  -7.796  3.069  4.076
Cl  -5.174  2.665  2.907
Cl  -5.443  3.553  5.664
H  -6.148  1.529  4.722
C  -2.819  4.074  9.185
Cl  -3.369  2.802  8.095
Cl  -3.179  5.670  8.511
Cl  -3.554  3.900  10.774
H  -1.746  3.986  9.294
C  5.124  -4.515  -4.256
Cl  3.722  -3.748  -5.001
Cl  6.481  -4.559  -5.382
Cl  5.573  -3.681  -2.765
H  4.859  -5.533  -4.005
C  -8.541  4.814  0.672
Cl  -6.988  5.300  1.337
Cl  -9.807  5.917  1.190
Cl  -8.476  4.734  -1.095
H  -8.782  3.823  1.036
C  -11.683  -5.351  4.672
Cl  -10.270  -5.378  5.730
Cl  -12.155  -6.988  4.212
Cl  -13.024  -4.500  5.437
H  -11.416  -4.812  3.774
C  -0.420  1.003  -2.277
Cl  0.415  2.031  -1.119
Cl  -2.021  1.678  -2.652
Cl  0.546  0.831  -3.742
H  -0.550  0.026  -1.827
C  -13.909  0.155  0.707
Cl  -12.328  -0.630  0.610
Cl  -14.957  -0.396  -0.597
Cl  -14.650  -0.136  2.278
H  -13.761  1.221  0.594
C  2.446  3.371  -11.152
Cl  2.874  3.615  -9.456
Cl  1.956  4.892  -11.896
Cl  3.788  2.644  -12.034
H  1.608  2.690  -11.192

Its electronic energy is -31217.38121 a.u. The orbital gap is 7.007 eV. The lowest unoccupied orbital energy comes out at -4.41 eV. As for the net charge: +1.